No. 1
The following is a DFT calculation (ωB97M-V/def2-TZVPD) of a molecular structure, C55H54BF9NbO2 in a non-equilibrium geometry.

Last column: Löwdin charge in e.
Atoms and positions in Å:
O (-2.953, -1.120, -7.773)  0.08
B (-2.920, -1.638, -6.490)  -0.97
O (-2.484, -2.960, -6.337)  0.06
C (-3.364, -0.804, -5.308)  -0.28
Nb (-1.491, 0.199, -4.594)  0.94
H (-2.455, -1.674, -8.382)  0.09
H (-1.528, -3.039, -6.397)  0.07
H (-4.138, -0.065, -5.532)  0.01
H (-3.671, -1.465, -4.490)  0.03
H (-1.249, -1.022, -3.239)  -0.15
H (-2.334, 1.260, -3.338)  -0.18
H (-1.502, 1.604, -5.803)  -0.17
H (-0.530, -0.941, -5.707)  -0.13
H (0.140, 0.832, -4.023)  -0.21
F (-3.313, -0.958, -1.520)  0.01
C (-4.287, -0.737, -0.631)  -0.29
C (-5.449, -1.481, -0.709)  -0.01
C (-6.465, -1.219, 0.198)  -0.10
C (-6.314, -0.231, 1.161)  -0.12
C (-5.137, 0.502, 1.214)  -0.09
C (-4.111, 0.257, 0.313)  -0.01
H (-5.548, -2.234, -1.479)  0.12
H (-7.384, -1.787, 0.145)  0.10
H (-7.113, -0.029, 1.861)  0.10
H (-5.015, 1.280, 1.957)  0.10
H (-3.190, 0.824, 0.321)  0.11
F (-5.078, 2.227, -6.327)  0.04
C (-4.738, 2.705, -7.543)  -0.27
C (-5.406, 3.811, -8.027)  -0.02
C (-5.050, 4.297, -9.278)  -0.10
C (-4.052, 3.675, -10.014)  -0.11
C (-3.405, 2.561, -9.493)  -0.08
C (-3.740, 2.065, -8.243)  0.00
H (-6.181, 4.275, -7.433)  0.11
H (-5.558, 5.166, -9.676)  0.10
H (-3.779, 4.058, -10.988)  0.10
H (-2.625, 2.071, -10.063)  0.11
H (-3.245, 1.201, -7.822)  0.08
F (-9.477, 0.427, -0.889)  0.03
C (-8.697, 0.608, -1.986)  -0.30
C (-9.104, 0.055, -3.180)  -0.03
C (-8.297, 0.237, -4.295)  -0.08
C (-7.116, 0.958, -4.197)  -0.08
C (-6.738, 1.508, -2.981)  -0.06
C (-7.533, 1.334, -1.857)  -0.03
H (-10.026, -0.509, -3.226)  0.11
H (-8.590, -0.195, -5.243)  0.10
H (-6.489, 1.086, -5.065)  0.08
H (-5.810, 2.058, -2.904)  0.11
H (-7.255, 1.741, -0.894)  0.11
F (2.255, 2.915, -8.651)  0.06
C (1.494, 4.020, -8.788)  -0.28
C (2.110, 5.197, -9.162)  -0.03
C (1.328, 6.333, -9.309)  -0.10
C (-0.039, 6.278, -9.083)  -0.10
C (-0.629, 5.079, -8.708)  -0.08
C (0.137, 3.933, -8.558)  0.00
H (3.178, 5.213, -9.327)  0.11
H (1.794, 7.265, -9.601)  0.10
H (-0.644, 7.168, -9.196)  0.10
H (-1.694, 5.025, -8.526)  0.10
H (-0.315, 2.997, -8.255)  0.11
F (-0.445, 0.488, 3.629)  0.03
C (0.352, 0.656, 2.541)  -0.29
C (-0.017, 0.089, 1.340)  -0.01
C (0.824, 0.259, 0.249)  -0.06
C (2.005, 0.979, 0.378)  -0.08
C (2.342, 1.540, 1.601)  -0.09
C (1.510, 1.384, 2.700)  -0.03
H (-0.937, -0.475, 1.266)  0.11
H (0.552, -0.171, -0.705)  0.10
H (2.657, 1.098, -0.476)  0.10
H (3.264, 2.094, 1.711)  0.09
H (1.754, 1.810, 3.664)  0.11
F (4.725, 1.154, 3.595)  0.05
C (4.633, 0.254, 4.599)  -0.29
C (4.386, 0.708, 5.877)  -0.03
C (4.280, -0.224, 6.899)  -0.09
C (4.422, -1.578, 6.631)  -0.09
C (4.670, -2.004, 5.333)  -0.08
C (4.774, -1.085, 4.300)  0.00
H (4.284, 1.769, 6.061)  0.12
H (4.086, 0.112, 7.909)  0.11
H (4.339, -2.301, 7.430)  0.11
H (4.780, -3.056, 5.124)  0.07
H (4.954, -1.391, 3.278)  0.12
F (2.285, -3.949, 5.566)  0.04
C (1.332, -3.259, 6.237)  -0.28
C (0.680, -3.889, 7.274)  -0.02
C (-0.304, -3.188, 7.953)  -0.09
C (-0.619, -1.888, 7.587)  -0.10
C (0.059, -1.281, 6.538)  -0.07
C (1.050, -1.965, 5.851)  -0.01
H (0.938, -4.907, 7.533)  0.12
H (-0.831, -3.665, 8.769)  0.10
H (-1.393, -1.348, 8.115)  0.10
H (-0.189, -0.272, 6.238)  0.10
H (1.591, -1.513, 5.029)  0.12
F (7.532, -0.690, 8.780)  0.05
C (7.858, 0.617, 8.706)  -0.29
C (8.026, 1.192, 7.464)  -0.02
C (8.356, 2.537, 7.399)  -0.08
C (8.519, 3.278, 8.561)  -0.10
C (8.346, 2.671, 9.795)  -0.09
C (8.011, 1.327, 9.878)  -0.02
H (7.892, 0.596, 6.571)  0.12
H (8.483, 3.006, 6.433)  0.11
H (8.777, 4.327, 8.503)  0.10
H (8.472, 3.244, 10.704)  0.10
H (7.866, 0.832, 10.829)  0.12
F (6.127, -4.875, 5.334)  0.04
C (5.635, -6.034, 4.834)  -0.28
C (4.449, -6.005, 4.132)  -0.01
C (3.961, -7.199, 3.624)  -0.08
C (4.652, -8.385, 3.824)  -0.10
C (5.842, -8.379, 4.537)  -0.09
C (6.347, -7.194, 5.051)  -0.02
H (3.920, -5.073, 3.991)  0.10
H (3.033, -7.198, 3.067)  0.11
H (4.264, -9.312, 3.424)  0.10
H (6.384, -9.301, 4.697)  0.10
H (7.274, -7.160, 5.607)  0.12

The value obtained for the lowest unoccupied orbital energy is 1.9 eV. For the HOMO-LUMO gap, the calculation gives 7.2 eV. Its total charge is -1. The value obtained for the strongest force on any atom is 2.24 eV Å⁻¹.

=====

No. 2
The following is a DFT calculation (ωB97M-V/def2-TZVPD) of a molecular structure, C15H17Br2IN2OS in a non-equilibrium geometry.

Last column: Löwdin charge in e.
Atoms and positions in Å:
C (-0.430, 2.742, 1.712)  -0.09
C (-0.445, 2.945, 0.141)  -0.71
Br (0.698, 4.340, -0.603)  0.65
C (-1.242, 2.148, -0.644)  -0.69
Br (-1.300, 2.303, -2.593)  0.66
C (-2.123, 1.110, 0.137)  -0.19
C (-3.494, 1.563, 0.413)  0.04
C (-4.391, 0.661, 1.191)  -0.33
N (-5.724, 0.967, 1.534)  -0.23
S (-6.128, -0.385, 2.418)  0.95
N (-4.823, -1.405, 2.430)  -0.24
C (-3.878, -0.670, 1.683)  -0.31
C (-2.480, -1.089, 1.348)  0.03
C (-1.576, -0.218, 0.586)  -0.14
C (-0.095, -0.666, 0.266)  -0.21
C (0.584, -1.197, 1.618)  -0.72
C (2.146, -0.801, 1.535)  -0.19
I (0.520, -3.381, 1.752)  0.81
H (-1.477, 2.703, 2.136)  0.09
H (0.119, 3.582, 2.210)  0.07
H (0.018, 1.727, 1.936)  0.08
H (-3.860, 2.564, 0.069)  0.13
H (-2.130, -2.077, 1.731)  0.06
H (-0.132, -1.489, -0.509)  0.11
H (0.426, 0.250, -0.127)  0.09
H (0.059, -0.688, 2.469)  0.08
H (2.287, 0.238, 1.127)  0.08
H (2.566, -0.894, 2.578)  0.07
H (2.650, -1.577, 0.907)  0.02
C (2.403, -0.481, -3.138)  -0.01
C (3.243, -1.457, -2.355)  -0.48
O (3.001, -1.706, -1.192)  0.05
C (4.394, -2.111, -3.074)  -0.02
H (1.613, -0.088, -2.497)  0.07
H (3.022, 0.351, -3.480)  0.09
H (1.945, -0.984, -3.991)  0.09
H (5.101, -1.352, -3.413)  0.09
H (4.024, -2.687, -3.924)  0.09
H (4.909, -2.788, -2.390)  0.08

The value obtained for the lowest unoccupied orbital energy is -1.1 eV. For the HOMO-LUMO gap, the calculation gives 7.8 eV. The value obtained for the strongest force on any atom is 4.46 eV Å⁻¹.

=====

No. 3
The following is a DFT calculation (ωB97M-V/def2-TZVPD) of a molecular structure, C16H31F3NiP2 in a non-equilibrium geometry.

Last column: Löwdin charge in e.
Atoms and positions in Å:
P (0.366, -2.288, 1.847)  0.86
P (-0.144, 2.288, 1.490)  0.86
C (0.259, -0.883, 0.527)  -0.42
C (0.550, 0.723, 0.381)  -0.34
H (-0.614, -1.124, -0.113)  0.00
H (1.153, -1.261, -0.003)  0.03
H (1.651, 0.872, 0.369)  0.09
H (0.136, 1.009, -0.593)  -0.01
C (-1.634, 3.121, 0.833)  -0.28
H (-2.037, 3.795, 1.609)  0.05
H (-2.396, 2.356, 0.612)  0.02
H (-1.441, 3.719, -0.070)  0.02
C (1.278, 3.391, 1.666)  -0.27
H (1.323, 4.178, 0.896)  0.03
H (2.209, 2.808, 1.628)  0.04
H (1.224, 3.898, 2.638)  0.04
C (-0.913, -3.439, 1.380)  -0.20
H (-0.961, -4.153, 2.205)  0.05
H (-0.690, -3.971, 0.456)  0.06
H (-1.890, -2.935, 1.310)  0.05
C (2.032, -2.802, 1.532)  -0.20
H (2.703, -1.936, 1.578)  0.08
H (2.158, -3.323, 0.582)  0.06
H (2.280, -3.476, 2.349)  0.05
Ni (-0.989, 0.315, 1.419)  0.05
C (0.320, 1.648, -2.406)  -0.14
C (-1.023, 1.653, -2.187)  -0.13
C (-1.960, 0.865, -3.021)  -0.17
C (-1.496, -0.613, -3.309)  -0.17
C (-0.712, -1.229, -2.197)  -0.13
C (0.645, -1.255, -2.166)  -0.16
C (1.518, -0.516, -3.117)  -0.18
C (1.041, 0.924, -3.517)  -0.17
C (0.295, -2.114, 3.593)  -0.20
H (1.021, 2.237, -1.785)  0.12
H (-1.450, 2.383, -1.496)  0.07
H (-2.061, 1.397, -3.980)  0.12
H (-2.950, 0.805, -2.546)  0.11
H (-2.395, -1.253, -3.450)  0.12
H (-0.856, -0.630, -4.215)  0.10
H (-1.330, -1.857, -1.532)  0.10
H (1.174, -2.084, -1.674)  0.10
H (1.606, -1.156, -4.015)  0.12
H (2.534, -0.441, -2.692)  0.11
H (1.964, 1.515, -3.736)  0.12
H (0.407, 0.860, -4.425)  0.10
H (0.980, -1.319, 3.852)  0.05
H (0.575, -3.047, 4.100)  0.08
H (-0.702, -1.805, 3.875)  0.05
F (-1.105, 2.272, 3.875)  -0.08
C (-0.743, 0.961, 3.451)  -0.56
F (0.576, 0.770, 3.925)  -0.06
F (-1.489, 0.147, 4.264)  -0.04

The value obtained for the lowest unoccupied orbital energy (spin up / spin down) is 0.3 / 0.1 eV. For the HOMO-LUMO gap (spin up / spin down), the calculation gives 3.9 / 5.8 eV. The value obtained for the strongest force on any atom is 3.87 eV Å⁻¹. For the energy relative to the best compared isomer or geometry (same formula, charge and spin), the calculation gives 16.21 kcal per mole. Its spin multiplicity is 3.

=====

No. 4
The following is a DFT calculation (ωB97M-V/def2-TZVPD) of C20H30ClN3O3 in the gas phase.

Last column: Löwdin charge in e.
Atoms and positions in Å:
C (-2.609, -1.419, -3.116)  -0.10
C (-2.150, -0.901, -1.758)  -0.23
C (-0.648, -1.060, -1.510)  -0.34
C (-0.238, -2.531, -1.481)  -0.06
C (-0.239, -0.352, -0.209)  -0.27
C (1.263, -0.498, 0.092)  -0.05
C (1.700, 0.493, 1.154)  -0.47
O (2.153, 1.591, 0.845)  0.04
N (1.515, 0.097, 2.429)  0.17
C (1.839, 0.887, 3.627)  -0.42
C (3.331, 1.196, 3.678)  -0.19
O (4.115, 0.009, 3.684)  -0.04
C (0.971, 2.148, 3.704)  -0.10
C (-0.420, 1.624, 4.074)  -0.12
C (-0.177, 0.350, 4.923)  -0.34
C (-0.649, 0.495, 6.365)  -0.08
C (1.344, 0.095, 4.838)  -0.09
N (-0.568, 1.066, -0.228)  0.12
C (-1.573, 1.583, 0.521)  -0.45
O (-2.432, 0.896, 1.048)  0.06
C (-1.582, 3.077, 0.660)  -0.11
C (-2.798, 3.706, 0.902)  -0.07
N (-2.921, 5.017, 1.077)  0.08
C (-1.818, 5.756, 1.037)  -0.16
C (-0.562, 5.211, 0.819)  -0.64
Cl (0.833, 6.238, 0.815)  0.68
C (-0.429, 3.849, 0.620)  -0.04
H (-3.658, -1.174, -3.285)  0.07
H (-2.029, -0.967, -3.924)  0.08
H (-2.512, -2.502, -3.201)  0.06
H (-2.409, 0.155, -1.676)  0.10
H (-2.695, -1.408, -0.955)  0.12
H (-0.111, -0.563, -2.330)  0.15
H (-0.704, -3.040, -0.631)  0.09
H (-0.558, -3.042, -2.387)  0.07
H (0.841, -2.660, -1.406)  0.07
H (-0.822, -0.779, 0.613)  0.15
H (1.481, -1.521, 0.397)  0.12
H (1.845, -0.279, -0.805)  0.13
H (1.205, -0.849, 2.578)  0.15
H (3.603, 1.847, 2.846)  0.12
H (3.533, 1.726, 4.611)  0.13
H (4.443, -0.146, 2.796)  0.09
H (1.371, 2.780, 4.503)  0.13
H (0.998, 2.727, 2.784)  0.10
H (-1.006, 2.367, 4.618)  0.11
H (-0.985, 1.376, 3.175)  0.09
H (-0.715, -0.488, 4.474)  0.13
H (-0.167, 1.355, 6.837)  0.08
H (-1.728, 0.646, 6.414)  0.08
H (-0.404, -0.390, 6.956)  0.08
H (1.610, -0.962, 4.780)  0.13
H (1.839, 0.493, 5.727)  0.13
H (0.136, 1.695, -0.582)  0.13
H (-3.701, 3.111, 0.955)  0.12
H (-1.927, 6.823, 1.191)  0.11
H (0.555, 3.415, 0.483)  0.10

The value obtained for the lowest unoccupied orbital energy is 0.4 eV. For the HOMO-LUMO gap, the calculation gives 9.9 eV. Its SMILES is CC[C@H](C)[C@@H](CC(=O)N[C@@]1(CO)CC[C@H](C)C1)NC(=O)c1cncc(Cl)c1. The value obtained for the strongest force on any atom is 0.09 eV Å⁻¹. For the energy relative to the best compared isomer or geometry (same formula, charge and spin), the calculation gives 0.83 kcal per mole.